ORCA calculation (the ωB97M-V functional and the def2-TZVPD basis) on 12 unconnected molecules or ions with the total composition C10H44O17 in a non-equilibrium geometry.

Energy above the lowest of the compared OMol25 structures with the same formula, charge and spin: 392.93 kJ/mol
LUMO: 0.16 eV
HOMO-LUMO gap: 9.37 eV
HOMO: -9.21 eV
SMILES: OCCO.OCCO.OCCO.OCCO.OCCO.O.O.O.O.O.O.O
DFT total energy: -1686.30003 a.u.
Net charge: 0

Each atom is followed by the atoms it is bonded to, with distances in Å.
CARTESIAN COORDINATES (ANGSTROEM)
1 O 7.908 -10.866 14.043  C2 1.406, H5 0.965
2 C 7.687 -11.029 12.664  O1 1.406, C3 1.484, H6 1.149, H7 1.093
3 C 8.774 -10.304 11.961  C2 1.484, O4 1.385, H8 1.122, H9 1.096
4 O 9.900 -11.110 11.926  C3 1.385, H10 0.935
5 H 7.280 -11.433 14.507  O1 0.965
6 H 7.606 -12.132 12.352  C2 1.149
7 H 6.700 -10.623 12.429  C2 1.093
8 H 9.081 -9.305 12.369  C3 1.122
9 H 8.403 -10.114 10.947  C3 1.096
10 H 10.238 -11.093 11.054  O4 0.935
11 O 8.048 -11.233 8.624  C12 1.441, H15 1.006
12 C 8.489 -12.560 8.971  O11 1.441, C13 1.536, H16 1.054, H17 1.141
13 C 8.461 -13.590 7.832  C12 1.536, O14 1.386, H18 1.109, H19 1.022
14 O 8.532 -14.834 8.440  C13 1.386, H20 0.945
15 H 7.091 -11.440 8.395  O11 1.006
16 H 9.501 -12.558 9.267  C12 1.054
17 H 7.975 -12.861 9.944  C12 1.141
18 H 9.447 -13.414 7.355  C13 1.109
19 H 7.759 -13.550 7.091  C13 1.022
20 H 7.864 -14.882 9.107  O14 0.945
21 O 12.128 -10.155 12.891  C22 1.442, H25 0.954
22 C 11.718 -9.308 13.984  O21 1.442, C23 1.516, H26 1.085, H27 1.108
23 C 11.262 -10.078 15.208  C22 1.516, O24 1.413, H28 1.073, H29 1.050
24 O 12.399 -10.683 15.789  C23 1.413, H30 0.940
25 H 11.321 -10.508 12.525  O21 0.954
26 H 12.495 -8.675 14.399  C22 1.085
27 H 10.930 -8.713 13.481  C22 1.108
28 H 10.499 -10.734 14.834  C23 1.073
29 H 10.925 -9.325 15.858  C23 1.050
30 H 12.151 -10.955 16.654  O24 0.940
31 O 11.559 -7.524 9.946  C32 1.417, H35 0.970
32 C 11.852 -6.600 8.912  O31 1.417, C33 1.525, H36 1.079, H37 1.146
33 C 10.733 -5.569 8.813  C32 1.525, O34 1.449, H38 1.077, H39 1.074
34 O 10.785 -4.889 7.535  C33 1.449, H40 0.956
35 H 10.762 -7.992 9.653  O31 0.970
36 H 12.779 -6.151 9.233  C32 1.079
37 H 12.048 -7.208 7.960  C32 1.146
38 H 10.763 -4.874 9.635  C33 1.077
39 H 9.706 -5.882 8.809  C33 1.074
40 H 10.583 -5.554 6.879  O34 0.956
41 O 14.424 -10.921 6.210  C42 1.390, H45 0.958
42 C 15.230 -11.804 6.919  O41 1.390, C43 1.589, H46 1.117, H47 1.114
43 C 14.974 -11.737 8.486  C42 1.589, O44 1.425, H48 1.036, H49 1.128
44 O 16.010 -12.392 9.213  C43 1.425, H50 0.901
45 H 14.673 -11.023 5.291  O41 0.958
46 H 15.046 -12.811 6.473  C42 1.117
47 H 16.305 -11.679 6.654  C42 1.114
48 H 14.098 -12.286 8.546  C43 1.036
49 H 14.857 -10.677 8.853  C43 1.128
50 H 16.781 -12.196 8.789  O44 0.901
51 O 11.554 -10.514 9.723  H52 0.978, H53 0.946
52 H 12.013 -9.985 10.406  O51 0.978
53 H 11.749 -11.435 9.817  O51 0.946
54 O 12.562 -9.370 7.017  H55 0.955, H56 0.947
55 H 13.403 -9.760 6.786  O54 0.955
56 H 12.299 -9.441 7.924  O54 0.947
57 O 13.891 -9.073 10.709  H58 0.954, H59 0.940
58 H 13.024 -8.675 10.686  O57 0.954
59 H 14.408 -8.323 10.476  O57 0.940
60 O 12.425 -12.944 10.768  H61 0.957, H62 0.944
61 H 11.623 -13.363 11.081  O60 0.957
62 H 12.623 -13.453 9.998  O60 0.944
63 O 14.958 -11.517 11.585  H64 0.936, H65 0.952
64 H 14.486 -10.715 11.480  O63 0.936
65 H 15.225 -11.711 10.692  O63 0.952
66 O 12.063 -12.157 7.281  H67 0.969, H68 0.975
67 H 12.578 -11.336 7.281  O66 0.969
68 H 12.653 -12.822 6.880  O66 0.975
69 O 9.322 -8.627 8.870  H70 0.961, H71 0.932
70 H 9.059 -9.550 8.917  O69 0.961
71 H 8.876 -8.106 9.501  O69 0.932

And the Löwdin charges, in e, turn out to be: number 1, O, carries -0.053; number 2, C, carries -0.258; number 3, C, carries -0.243; number 4, O, carries -0.056; number 5, H, carries 0.094; number 6, H, carries 0.141; number 7, H, carries 0.115; number 8, H, carries 0.143; number 9, H, carries 0.101; number 10, H, carries 0.023; number 11, O, carries -0.085; number 12, C, carries -0.219; number 13, C, carries -0.237; number 14, O, carries -0.039; number 15, H, carries 0.135; number 16, H, carries 0.087; number 17, H, carries 0.132; number 18, H, carries 0.129; number 19, H, carries 0.091; number 20, H, carries 0.072; number 21, O, carries -0.072; number 22, C, carries -0.205; number 23, C, carries -0.248; number 24, O, carries -0.029; number 25, H, carries -0.003; number 26, H, carries 0.119; number 27, H, carries 0.115; number 28, H, carries 0.101; number 29, H, carries 0.103; number 30, H, carries 0.064; number 31, O, carries -0.113; number 32, C, carries -0.214; number 33, C, carries -0.212; number 34, O, carries -0.076; number 35, H, carries 0.022; number 36, H, carries 0.117; number 37, H, carries 0.129; number 38, H, carries 0.117; number 39, H, carries 0.101; number 40, H, carries 0.075; number 41, O, carries -0.085; number 42, C, carries -0.216; number 43, C, carries -0.179; number 44, O, carries -0.021; number 45, H, carries 0.124; number 46, H, carries 0.130; number 47, H, carries 0.126; number 48, H, carries 0.064; number 49, H, carries 0.142; number 50, H, carries 0.043; number 51, O, carries -0.039; number 52, H, carries 0.033; number 53, H, carries -0.010; number 54, O, carries -0.046; number 55, H, carries -0.017; number 56, H, carries -0.004; number 57, O, carries -0.029; number 58, H, carries -0.001; number 59, H, carries 0.050; number 60, O, carries -0.007; number 61, H, carries 0.057; number 62, H, carries 0.035; number 63, O, carries -0.038; number 64, H, carries -0.042; number 65, H, carries -0.040; number 66, O, carries -0.056; number 67, H, carries -0.014; number 68, H, carries 0.048; number 69, O, carries -0.013; number 70, H, carries 0.013; number 71, H, carries 0.031